Entry 1:
This record from OMol25 describes a structure of composition C34H41BF2N2O2PTeV. The level of theory is ωB97M-V/def2-TZVPD.

```
! RIJCOSX wB97M-V def2-TZVPD def2/J DEFGRID3
* xyz -2 3
Te -1.97654 0.57257 -0.57556
V -0.20976 -2.71104 -1.47737
P 5.54761 -1.70273 -0.21089
F -2.90668 -3.34915 -3.43188
F -1.57642 -5.05142 -3.06868
O 6.87886 -2.07189 -0.70557
O 0.55515 1.21755 -1.63759
N 0.22707 -1.00262 -1.79891
N 0.40598 -3.71847 -0.20121
C 2.25071 1.29302 -3.86215
C -6.16452 1.89577 -0.54076
C 3.55592 0.05964 -5.41673
C -4.59874 1.01314 -2.31288
C 0.83285 -4.32228 0.94063
C -1.03624 2.00731 0.69858
C 2.36531 -1.10809 -3.69706
C -6.52864 2.26816 0.73304
C -0.48477 4.26624 1.39093
C 0.75086 -5.74612 1.13289
C -2.01060 4.02952 -0.54634
C 0.51882 2.39965 2.47142
C 0.78536 0.11570 -2.12964
C 2.02791 -5.81139 3.20360
C -3.30109 1.44107 2.60445
C 0.16104 0.03609 1.79819
C -1.15407 3.41476 0.52652
C -4.90642 1.43050 -0.88458
C 1.85796 0.10546 -3.24730
C 3.16172 -1.13165 -4.80609
C -0.14350 1.50496 1.62295
C 1.45798 -3.68465 2.08186
C -7.89035 2.79744 1.13264
C 1.17713 4.75566 3.24413
C 4.96741 -0.13126 -0.78721
C -5.58534 2.05214 1.73439
C 0.38507 3.80597 2.38263
C 4.20632 -2.87938 -0.63239
C 5.50849 -1.69350 1.55357
C -3.93758 1.29725 0.12401
C -4.28131 1.62919 1.44325
C 1.34626 -6.46816 2.15850
C 2.02909 -4.43652 3.11655
C 3.09446 1.29946 -4.94612
B -1.79274 -3.68964 -2.73615
H -6.91090 1.97878 -1.30150
H -1.97930 3.49707 -1.48120
H 4.15782 0.02274 -6.32560
H 4.38379 -3.26604 -1.64999
H 0.73965 -0.25980 0.98006
H 2.04711 -2.00558 -3.16333
H 1.57397 -2.61698 2.04993
H -0.75002 -0.57888 1.81138
H -2.85259 0.48222 2.48785
H 2.44905 -6.32928 4.01252
H 6.35356 -1.13181 1.98164
H 0.67136 5.71850 3.22421
H 2.47433 -3.85964 3.92565
H 3.23702 -2.40486 -0.53579
H 1.86031 2.21504 -3.48787
H 4.01479 0.20512 -0.30874
H 2.21970 4.88128 2.89770
H 4.76252 -0.16828 -1.83937
H -3.83346 1.45589 3.57256
H 1.33068 4.43949 4.27493
H 1.26055 1.97462 3.11226
H -3.05857 3.95022 -0.17494
H -8.57288 2.03704 1.48534
H 1.28757 -7.53315 2.10879
H 0.71973 -0.15069 2.70251
H -2.54653 2.23599 2.73911
H -8.35582 3.30879 0.27670
H 0.33854 -6.31204 0.29268
H 5.52743 -2.71503 1.98493
H -0.69527 5.32108 1.27332
H -4.44789 -0.08867 -2.48319
H -7.82604 3.57944 1.90493
H -5.72831 2.33416 2.80795
H -1.77284 5.07967 -0.66349
H -3.69951 1.51958 -2.66145
H 5.74102 0.58608 -0.66633
H 4.26479 -3.69424 0.04955
H 3.37086 2.23783 -5.40186
H 3.53571 -2.02857 -5.25480
H -5.44206 1.33154 -2.92030
H 4.58006 -1.24693 1.92162
*
```

---

Entry 2:
This record from OMol25 describes a cluster of 2 separate species, C3H3F2N in total. The level of theory is ωB97M-V/def2-TZVPD.

```
! RIJCOSX wB97M-V def2-TZVPD def2/J DEFGRID3
* xyz 0 1
F 2.56554 -0.91263 0.23291
F 0.56436 -1.35526 -0.59130
N -2.38374 -0.96795 -0.41893
C 0.82592 0.56121 0.76571
C -1.90200 -0.85405 0.59682
C 1.33784 -0.47774 0.16560
H -0.21270 0.69002 0.79742
H 1.58251 1.27985 1.02149
H -1.37304 -1.10455 1.47662
*
```

Its SMILES is C=C(F)F.C#N. The calculation puts the relative energy (zero: lowest compared OMol25 entry of this formula, charge and spin) at 177.5 kJ/mol.

---

Entry 3:
This record from OMol25 describes the molecule CH4BrFSi. The level of theory is ωB97M-V/def2-TZVPD.

```
! RIJCOSX wB97M-V def2-TZVPD def2/J DEFGRID3
* xyz 0 1
Br 2.33732 0.53512 0.01609
Si 0.49339 -0.49602 -0.64322
F 0.55918 -1.89283 0.20387
C -0.80779 0.47280 0.44942
H 0.58484 -0.58340 -2.08618
H -0.53189 0.23958 1.43951
H -1.89849 0.25490 0.53839
H -0.73655 1.46985 0.08213
*
```

Its SMILES is C[Si@H](F)Br. The calculation puts the relative energy (zero: lowest compared OMol25 entry of this formula, charge and spin) at 36.6 kJ/mol.

---

Entry 4:
This record from OMol25 describes the molecule C5H9NOS. The level of theory is ωB97M-V/def2-TZVPD.

```
! RIJCOSX wB97M-V def2-TZVPD def2/J DEFGRID3
* xyz 0 1
S -2.06317 -0.55021 -0.21542
O 0.17988 1.71735 -0.52652
N 2.03598 -1.36186 -0.21234
C 0.81063 0.58718 -1.15257
C -0.44849 -0.92080 0.50738
C 0.25049 1.54978 0.87086
C 0.89909 -0.55196 -0.11100
C 0.46577 0.09031 1.17263
H 1.82084 0.85170 -1.50124
H 1.90905 -2.12628 -0.88150
H 0.23870 0.32449 -2.08640
H -0.66997 2.00736 1.27415
H -0.47585 -1.85958 1.07217
H -1.74405 0.71612 -0.54588
H 1.10014 2.12700 1.24546
H 0.91511 -0.19960 2.14649
H 2.36090 -1.77071 0.69828
*
```

Its SMILES is N[C@]12COC[C@H]1[C@H]2S. The calculation puts the relative energy (zero: lowest compared OMol25 entry of this formula, charge and spin) at 188.8 kJ/mol.

---

| no. | maximum force (hartree/bohr) | DFT total energy (Ha) |
| --- | --- | --- |
| 1 | 0.04157 | -3358.27239 |
| 2 | 0.06114 | -370.52243 |
| 3 | 0.06650 | -3003.96579 |
| 4 | 0.04494 | -724.04790 |